Record 1
112
Properties=species:S:1:pos:R:3 method="wB97M-V/def2-TZVPD" spin_multiplicity=6 total_energy_ev=-128278.7529 s_squared=8.763 charge=-1 homo_energy_ev="-4.928 / -4.952" de_lowest_kj_mol=9.1
Ru 0.309 0.091 -0.115
F 1.468 1.999 6.375
C 1.495 2.095 5.039
C 1.639 0.967 4.255
F 1.769 -0.230 4.830
C 1.671 1.099 2.882
F 1.829 -0.035 2.165
C 1.558 2.315 2.213
S 1.586 2.433 0.473
C 1.432 3.424 3.046
F 1.336 4.658 2.519
C 1.396 3.329 4.424
F 1.268 4.434 5.174
O -2.539 -0.953 1.414
S -1.144 -1.140 1.921
O -0.949 -0.790 3.328
O -1.717 -1.467 -1.078
C -1.088 -2.948 1.886
C -1.936 -3.628 2.755
C -2.036 -5.003 2.669
C -1.298 -5.695 1.711
C -0.442 -5.014 0.865
C -0.322 -3.625 0.952
P 0.920 -2.676 0.004
C 1.158 -3.763 -1.449
C 0.240 -3.627 -2.492
C 0.327 -4.431 -3.618
C 1.333 -5.382 -3.719
C 2.241 -5.532 -2.681
C 2.152 -4.732 -1.550
C 2.389 -2.962 1.053
C 3.658 -2.942 0.479
C 4.790 -3.065 1.269
C 4.670 -3.184 2.646
C 3.411 -3.188 3.228
C 2.276 -3.086 2.437
H -2.507 -3.060 3.479
H -2.693 -5.542 3.341
H -1.385 -6.772 1.633
H 0.143 -5.562 0.137
H -0.547 -2.890 -2.406
H -0.393 -4.309 -4.419
H 1.408 -6.005 -4.602
H 3.024 -6.279 -2.747
H 2.862 -4.869 -0.745
H 3.767 -2.822 -0.591
H 5.768 -3.040 0.803
H 5.555 -3.266 3.266
H 3.304 -3.261 4.302
H 1.304 -3.078 2.914
C 0.993 2.681 -3.310
C 0.921 1.669 -4.454
C -0.390 0.906 -4.435
C -1.319 1.186 -5.425
C -2.603 0.669 -5.367
C -2.967 -0.092 -4.275
C -2.070 -0.400 -3.250
C -2.681 -1.084 -2.040
C -3.524 -2.312 -2.398
C -0.749 0.048 -3.369
N 0.268 -0.259 -2.426
C 1.387 -0.701 -2.901
C 2.568 -0.667 -2.126
C 3.907 -0.764 -2.531
C 4.659 -0.266 -1.467
C 3.741 0.098 -0.468
N 2.488 -0.139 -0.861
H 1.940 3.223 -3.325
H 0.902 2.194 -2.340
H 0.176 3.400 -3.381
H 1.797 1.022 -4.413
H 0.983 2.192 -5.411
H -1.034 1.842 -6.240
H -3.323 0.888 -6.145
H -3.989 -0.440 -4.196
H -3.329 -0.325 -1.585
H -2.161 -1.384 -0.199
H -4.461 -2.047 -2.887
H -3.764 -2.843 -1.477
H -2.969 -2.987 -3.053
H 1.448 -1.032 -3.939
H 4.260 -1.107 -3.492
H 5.732 -0.166 -1.411
H 3.944 0.531 0.500
C 1.307 6.404 -3.590
C 0.436 6.306 -2.367
C 0.974 6.528 -1.101
C 0.187 6.450 0.033
C -1.157 6.128 -0.097
C -1.715 5.898 -1.343
C -0.915 5.997 -2.472
S -2.158 5.973 1.348
O -1.681 6.947 2.292
O -3.531 5.962 0.920
N -1.814 4.495 1.942
C -2.819 3.427 1.957
C -2.886 2.711 0.621
C -1.690 1.822 0.378
O -0.997 1.437 1.348
O -1.435 1.423 -0.797
H 2.236 5.850 -3.449
H 1.571 7.444 -3.799
H 0.801 6.001 -4.466
H 2.029 6.757 -1.002
H 0.605 6.628 1.013
H -2.766 5.655 -1.423
H -1.348 5.821 -3.450
H -1.203 4.564 2.743
H -3.796 3.810 2.248
H -2.481 2.712 2.707
H -2.996 3.407 -0.211
H -3.760 2.053 0.605

***

Record 2
104
Properties=species:S:1:pos:R:3 method="wB97M-V/def2-TZVPD" total_energy_ev=-95296.9256 charge=+2 homo_energy_ev="-12.472 / -12.472" de_lowest_kj_mol=0.0
Mo -1.176 0.131 0.314
C -2.826 1.428 -3.666
C -3.214 2.327 -2.536
N -4.095 3.294 -2.772
C -4.485 4.092 -1.785
C -4.051 3.997 -0.467
C -4.620 4.906 0.597
O -3.609 5.614 1.297
C -3.113 2.995 -0.186
C -2.589 2.823 1.167
N -1.871 1.839 1.571
C -1.555 1.810 2.967
C -2.499 2.135 3.933
C -2.150 2.123 5.274
C -0.863 1.770 5.659
C 0.072 1.401 4.704
C -0.288 1.414 3.367
I 1.120 0.883 1.923
C -2.711 2.189 -1.245
O -1.773 1.221 -0.982
H -3.678 0.804 -3.941
H -1.987 0.783 -3.418
H -2.574 2.030 -4.537
H -5.197 4.863 -2.057
H -5.154 4.315 1.344
H -5.351 5.579 0.145
H -3.393 6.425 0.826
H -2.824 3.621 1.867
H -3.516 2.354 3.636
H -2.890 2.380 6.018
H -0.587 1.773 6.704
H 1.068 1.101 5.002
C 1.879 -2.977 -1.214
C 2.642 -1.702 -0.818
P 2.258 -0.244 -1.902
C 3.616 -0.308 -3.128
C 3.999 -1.522 -3.701
C 4.999 -1.568 -4.659
C 5.621 -0.399 -5.072
C 5.234 0.815 -4.524
C 4.236 0.862 -3.563
C 2.797 1.186 -0.901
C 2.094 2.383 -1.034
C 2.516 3.531 -0.375
C 3.658 3.498 0.409
C 4.388 2.318 0.525
C 3.958 1.171 -0.123
C 0.435 -3.150 -0.740
P -0.807 -1.898 -1.200
C -2.367 -2.463 -0.472
C -2.592 -3.661 0.198
C -3.849 -3.925 0.722
C -4.884 -3.003 0.596
C -4.667 -1.803 -0.056
C -3.411 -1.532 -0.590
C -1.128 -2.077 -2.979
C -2.114 -2.968 -3.406
C -2.311 -3.183 -4.761
C -1.539 -2.509 -5.697
C -0.571 -1.611 -5.277
C -0.364 -1.390 -3.924
H 2.425 -3.832 -0.809
H 1.893 -3.098 -2.299
H 3.709 -1.926 -0.887
H 2.435 -1.422 0.220
H 3.524 -2.448 -3.406
H 5.291 -2.519 -5.084
H 6.401 -0.434 -5.820
H 5.712 1.731 -4.843
H 3.952 1.821 -3.146
H 1.234 2.424 -1.695
H 1.963 4.455 -0.488
H 3.993 4.392 0.917
H 5.302 2.302 1.102
H 4.544 0.263 -0.044
H 0.385 -3.257 0.349
H 0.052 -4.076 -1.183
H -1.804 -4.394 0.305
H -4.024 -4.861 1.236
H -5.859 -3.229 1.003
H -5.470 -1.087 -0.164
H -3.272 -0.627 -1.181
H -2.732 -3.503 -2.696
H -3.076 -3.877 -5.083
H -1.696 -2.685 -6.753
H 0.029 -1.075 -6.001
H 0.391 -0.689 -3.603
O -3.415 -0.552 2.466
C -2.455 -1.254 2.597
O -1.325 -0.982 1.787
C -2.293 -2.412 3.464
C -3.387 -2.786 4.241
C -3.340 -3.916 5.054
C -2.164 -4.632 5.045
O -1.878 -5.751 5.734
C -0.518 -6.092 5.426
O -0.056 -5.147 4.453
C -1.066 -4.258 4.271
C -1.091 -3.152 3.473
H -4.285 -2.186 4.198
H -4.177 -4.217 5.666
H -0.487 -7.095 5.002
H 0.085 -6.013 6.331
H -0.232 -2.854 2.890

***

Record 3
119
Properties=species:S:1:pos:R:3 method="wB97M-V/def2-TZVPD" total_energy_ev=-255959.0456 charge=0 homo_energy_ev=-6.426 de_lowest_kj_mol=250.1
Y -0.460 0.045 0.535
C 3.859 -0.014 -3.539
S 2.759 1.412 -3.533
C 1.743 1.201 -2.067
S 1.914 -0.136 -1.055
N 0.949 2.234 -1.965
N 0.090 2.154 -0.901
C -0.438 3.264 -0.563
C -1.468 3.324 0.471
C -1.991 4.551 0.862
C -2.984 4.584 1.826
C -3.434 3.389 2.359
C -2.856 2.207 1.918
N -1.892 2.168 1.003
H 4.795 0.215 -3.036
H 4.047 -0.293 -4.574
H 3.362 -0.832 -3.022
H -0.124 4.197 -1.029
H -1.610 5.462 0.418
H -3.399 5.527 2.155
H -4.212 3.361 3.108
H -3.168 1.248 2.312
F -1.245 4.176 -4.510
C -1.368 2.833 -4.707
C -1.736 2.083 -3.634
C -1.813 0.698 -3.732
C -1.917 -0.085 -2.504
O -2.036 0.500 -1.411
C -1.823 -1.502 -2.691
C -1.781 -2.020 -3.938
N -1.688 -1.284 -5.079
C -1.571 -1.920 -6.366
C -0.827 -3.211 -6.489
C -0.230 -1.953 -7.047
C -1.621 0.095 -4.980
C -1.294 0.890 -6.081
C -1.063 2.254 -5.952
N -0.472 2.936 -7.051
C 0.711 2.292 -7.609
C 1.937 2.558 -6.748
N 2.159 4.044 -6.665
C 0.939 4.773 -6.169
C -0.276 4.372 -7.009
C -1.514 -2.410 -1.520
O -1.878 -3.572 -1.513
O -0.762 -1.800 -0.685
H -1.897 2.545 -2.671
H -1.778 -3.096 -4.053
H -2.446 -1.789 -6.993
H -1.230 -3.945 -7.171
H -0.362 -3.621 -5.605
H -0.198 -1.815 -8.120
H 0.597 -1.530 -6.492
H -1.152 0.431 -7.047
H 0.860 2.655 -8.632
H 0.577 1.218 -7.669
H 2.843 2.107 -7.150
H 1.784 2.195 -5.729
H 2.409 4.396 -7.591
H 2.947 4.234 -6.045
H 1.141 5.841 -6.237
H 0.812 4.491 -5.126
H -0.150 4.727 -8.038
H -1.148 4.870 -6.604
O 4.875 -2.018 6.524
S 6.179 -2.059 5.897
O 6.244 -1.444 4.588
O 6.408 -4.185 5.441
C 5.485 -4.737 4.765
N 5.436 -6.102 4.700
C 4.438 -6.630 4.023
C 3.444 -5.900 3.379
C 3.580 -4.519 3.479
N 4.567 -3.957 4.143
C 2.635 -3.549 2.854
C 1.465 -3.924 2.203
C 0.643 -2.956 1.657
N 0.913 -1.647 1.741
C 2.039 -1.288 2.380
C 2.926 -2.188 2.927
H 4.418 -7.718 3.982
H 2.648 -6.389 2.839
H 1.181 -4.963 2.108
H -0.256 -3.223 1.117
H 2.243 -0.226 2.422
H 3.832 -1.863 3.422
C -4.770 -3.519 3.367
N -3.689 -2.767 3.965
C -2.871 -1.895 3.324
Se -2.931 -1.492 1.522
N -1.971 -1.454 4.220
C -2.191 -2.043 5.452
C -1.533 -1.934 6.666
C -2.027 -2.690 7.717
C -3.138 -3.523 7.559
C -3.791 -3.636 6.341
C -3.294 -2.879 5.292
H -4.790 -3.303 2.302
H -5.721 -3.233 3.817
H -4.603 -4.585 3.515
H -1.249 -0.768 3.962
H -0.659 -1.307 6.781
H -1.535 -2.644 8.679
H -3.488 -4.102 8.403
H -4.645 -4.289 6.217
Br 0.666 5.948 7.132
C 0.544 4.576 5.831
C -0.376 3.556 6.011
C -0.467 2.561 5.051
C 0.351 2.590 3.928
C 1.270 3.620 3.768
C 1.373 4.619 4.721
C 0.216 1.546 2.868
O -0.610 0.601 3.029
O 0.866 1.650 1.805
H -1.009 3.541 6.887
H -1.188 1.761 5.163
H 1.902 3.621 2.891
H 2.088 5.422 4.609

***

Record 4
110
Properties=species:S:1:pos:R:3 method="wB97M-V/def2-TZVPD" total_energy_ev=-277483.2850 charge=+4 homo_energy_ev=-16.024 de_lowest_kj_mol=313.2
Ti 0.398 1.597 1.317
O -3.662 2.140 2.475
C -2.335 2.011 2.350
O -1.786 1.883 1.226
C -1.597 2.154 3.557
C -1.992 2.614 4.805
C -0.966 2.843 5.740
C 0.313 2.481 5.543
C 0.687 2.294 4.203
N -0.239 2.030 3.278
C 2.041 2.424 3.540
O 3.060 2.600 4.179
O 2.006 2.462 2.211
H -4.073 2.294 1.572
H -3.011 2.885 5.073
H -1.130 3.388 6.643
H 1.000 2.372 6.362
F -3.933 -0.497 -3.855
C -3.197 -1.328 -3.076
C -2.295 -0.745 -2.222
C -1.352 -1.486 -1.417
C -0.204 -0.941 -0.666
O -0.250 0.356 -0.317
C 0.638 -1.894 0.009
C 0.635 -3.244 -0.312
N -0.220 -3.691 -1.283
C -0.297 -5.115 -1.699
C 0.965 -5.932 -1.707
C 0.360 -5.424 -2.991
C -1.325 -2.916 -1.673
C -2.336 -3.510 -2.453
C -3.390 -2.804 -3.071
N -4.539 -3.485 -3.363
C -5.169 -4.204 -2.213
C -5.921 -5.383 -2.724
N -6.122 -5.329 -4.241
C -6.599 -4.012 -4.661
C -5.510 -2.979 -4.342
C 1.463 -1.316 1.075
O 2.127 -2.232 1.774
O 1.423 -0.086 1.452
H -2.208 0.337 -2.128
H 1.225 -3.952 0.215
H -1.159 -5.783 -1.376
H 0.723 -6.934 -1.426
H 1.863 -5.439 -1.324
H -0.195 -6.179 -3.627
H 0.759 -4.565 -3.439
H -2.468 -4.603 -2.539
H -5.874 -3.550 -1.663
H -4.395 -4.483 -1.466
H -6.850 -5.523 -2.204
H -5.323 -6.312 -2.510
H -6.830 -6.082 -4.473
H -5.201 -5.575 -4.653
H -7.523 -3.659 -4.152
H -6.872 -4.100 -5.722
H -6.094 -2.097 -3.920
H -5.031 -2.599 -5.279
Ge 3.835 -2.457 2.567
C 4.846 -0.888 1.896
C 4.306 0.375 2.192
C 4.959 1.537 1.814
C 6.076 1.462 0.935
C 6.609 0.158 0.655
C 5.976 -1.004 1.070
C 3.708 -2.364 4.532
C 4.898 -2.303 5.332
C 4.820 -2.366 6.701
C 3.543 -2.299 7.340
C 2.379 -2.202 6.587
C 2.455 -2.156 5.202
H 4.270 -3.802 2.104
H 3.403 0.466 2.784
H 4.448 2.464 2.078
H 6.571 2.317 0.459
H 7.535 0.187 0.069
H 6.298 -2.056 0.820
H 5.817 -2.150 4.813
H 5.724 -2.443 7.282
H 3.497 -2.179 8.409
H 1.396 -2.152 7.048
H 1.537 -1.898 4.692
Ge -0.747 4.611 -1.065
C 0.401 6.209 -0.809
C 1.492 6.143 0.049
C 2.369 7.158 0.231
C 2.120 8.427 -0.299
C 0.927 8.568 -1.056
C 0.142 7.458 -1.356
C -0.494 3.767 -2.797
C -0.047 4.439 -3.955
C -0.308 3.943 -5.256
C -0.930 2.662 -5.436
C -1.359 1.986 -4.307
C -0.972 2.408 -3.028
H -2.172 4.783 -0.538
H 1.606 5.195 0.621
H 3.205 7.042 0.908
H 2.755 9.252 0.010
H 0.615 9.522 -1.443
H -0.870 7.652 -1.852
H 0.421 5.417 -3.885
H -0.014 4.555 -6.065
H -0.965 2.281 -6.436
H -1.872 1.068 -4.371
H -0.925 1.666 -2.219
Se 2.908 2.397 -1.064
C 1.363 2.757 -0.341
N 0.239 3.205 -0.037